No. 1
ORCA calculation (ωB97M-V/def2-TZVPD) on 2 unconnected molecules or ions with the total composition C40H36F5N4O at a distorted geometry.

Geometry as ORCA input:
```
! RIJCOSX wB97M-V def2-TZVPD def2/J DEFGRID3
* xyz 1 1
H -5.58173 -3.73088 2.20696
H 3.10904 4.26589 2.11497
C 1.17675 3.66840 -0.49187
H -2.70101 4.90479 -1.80214
C -2.15612 -3.03119 -0.79353
C 5.50145 1.65072 -0.22064
H -0.62263 0.77042 2.02582
C 2.32227 0.92776 -2.15988
H 2.92684 0.46437 -2.94947
C -0.86091 -1.98678 -2.56167
C 3.23586 1.41509 -1.07916
H -3.68006 -3.01778 4.46295
C 3.28455 -1.15733 0.57339
H -0.55154 2.53056 2.01436
H 7.31447 1.80544 -1.38995
H 3.39417 -0.36331 1.31680
C 3.60754 2.41312 1.12355
N -2.96443 -2.98517 0.39853
H -2.15660 3.62957 -2.90905
C 0.13032 1.69183 0.13986
H 0.26742 0.70326 -0.30367
H 1.72122 1.72502 -2.61504
C 2.97024 -3.34595 -1.13262
H 4.99337 0.86395 -2.16460
H -3.53781 0.75455 2.14595
C -4.39212 2.44085 -0.72006
C -0.02157 3.65614 -1.12181
N 1.38363 2.46597 0.17391
H -6.19765 1.19633 1.69931
C -5.83370 0.94452 0.69529
H 0.96478 -0.22520 1.63825
C -4.51929 1.59014 0.39031
H -4.96777 -1.90773 3.92502
C -3.41467 1.31136 1.21456
H -3.88737 4.02275 -2.77955
C -0.43796 -3.24814 -2.99164
C 2.72670 1.95767 0.12563
H -3.26667 -1.34064 3.98477
C -3.91861 -2.18965 3.78170
C -0.93568 -4.40037 -2.37842
H 3.75470 2.99211 3.16033
F -2.18870 -0.67132 -1.09920
C -4.67036 -3.39572 1.74432
C -0.28936 -1.89485 1.10818
C -1.47030 -1.64264 1.92331
C -3.13452 2.90451 -1.12782
H 5.12808 -3.31250 -1.27938
H 7.53302 2.02309 0.36564
H -4.57992 -4.22467 -0.29366
H 1.64788 0.15082 -1.78155
F -0.56965 -5.61965 -2.82706
C 4.40186 -1.73070 -0.01929
H -0.40965 4.37115 -1.82934
N -0.69364 2.50941 -0.76499
C -2.04749 2.39497 -0.41505
H 2.07384 2.90585 2.57760
H 5.39196 -1.32524 0.18462
H 5.65168 2.49791 1.76867
C 0.80309 -1.06854 0.96569
C -2.15023 1.71071 0.79252
C 4.24500 -2.82260 -0.88385
C 1.98171 -1.60759 0.26605
H 2.82352 -4.23530 -1.75328
C 4.61362 1.28775 -1.23429
F 0.48882 -3.35076 -3.97025
H -6.57882 1.26880 -0.03690
C -1.76590 -4.27397 -1.27105
O -1.51928 -0.84853 2.89603
H -5.75325 -0.15141 0.64277
H 7.27634 0.40280 -0.31667
C -1.74946 -1.89692 -1.49619
H -5.28773 2.71233 -1.28756
C 6.98368 1.46104 -0.39981
C -2.68163 -2.39167 1.57689
C 4.97598 2.19758 0.95928
N -3.74504 -2.60377 2.40074
F -0.36104 -0.86249 -3.14321
H -0.28039 -2.91766 0.72556
F -2.10512 -5.37826 -0.56219
C 3.09707 3.18306 2.30453
C 1.84742 -2.73691 -0.57153
C -2.95508 3.91440 -2.21421
C -0.78478 1.64289 1.40060
H 0.85454 -3.18613 -0.71853
C -4.18222 -3.63787 0.51160
H 1.95502 4.41610 -0.56514
*
```

Kohn-Sham gap, eV: 3.987
Energy relative to the best compared isomer or geometry (same formula, charge and spin), kJ/mol: 30.89
E_HOMO, eV: -8.55

=====

No. 2
ORCA calculation (ωB97M-V/def2-TZVPD) on 4 unconnected molecules or ions with the total composition C12H24FNO15S4 at a distorted geometry.

Geometry as ORCA input:
```
! RIJCOSX wB97M-V def2-TZVPD def2/J DEFGRID3
* xyz 0 1
H 4.06058 1.83351 0.23084
H -7.68426 -2.52270 -0.38042
O 3.09376 -0.06617 -5.46562
H 4.54207 3.94000 -6.28429
O -5.94454 -5.90809 1.39660
F 0.37752 1.04734 3.89496
O 5.28349 -0.12920 -6.75213
C -6.47958 -4.06666 -1.32749
H -3.83722 -2.67389 1.47519
S 5.72172 4.57449 -0.94926
O 5.10277 1.15264 -4.61959
H 2.92321 3.75865 -0.75454
C -4.05385 -0.74731 2.71264
H 5.48945 3.07008 -3.91247
O -5.77819 -3.45404 2.03220
C 1.95275 -1.67973 3.53397
C 4.53193 2.81122 0.36190
C 5.40529 2.52572 -4.85606
O -7.69477 -4.28270 0.66709
S 4.31868 0.55171 -5.91748
H -0.41883 -2.77613 1.99887
H 1.18593 -2.16192 4.28336
O 4.37479 5.08669 -0.18515
H 4.96880 2.87280 1.36385
H -4.26351 -0.11032 1.72485
H -2.94335 1.24486 3.15243
C -0.74887 -1.64284 2.17330
H -2.34580 -0.21822 4.29355
C -3.15970 -2.04240 2.22348
C 1.68421 -1.42240 2.07707
H -5.06057 -1.10259 3.22856
O -2.03341 -1.49957 1.43352
C -3.26772 0.27030 3.73979
O 6.87133 5.10214 -0.25186
C 3.55618 3.95899 0.11641
H 2.45044 -1.71857 1.21904
H -4.04428 0.55537 4.59037
S 0.30965 0.86408 2.17809
H -6.17807 -3.36539 -2.11016
O 5.57879 2.99058 -0.59053
O 5.52156 4.73443 -2.37246
H 2.92487 4.16193 0.98476
O 3.95277 1.97596 -6.62142
O 1.61812 1.55784 1.63246
S -6.14064 -4.50625 1.10884
C 4.26257 3.04250 -5.72603
H -2.84590 -2.77234 3.08292
O -5.46053 -4.17251 -0.33475
H 3.37230 3.25133 -5.12408
O -0.88157 1.65837 1.57118
H -6.63168 -5.05797 -1.76650
H -0.89767 -1.54664 3.34519
H 6.36013 2.57398 -5.39018
H 2.99763 -1.30338 3.94957
C -7.72699 -3.59807 -0.58312
H -8.64697 -3.82877 -1.12550
N 0.37512 -0.79075 1.62424
*
```

Kohn-Sham gap, eV: 8.337
SMILES string: C=CN(COCCC)S(=O)(=O)F.O=S1(=O)OCCO1.O=S1(=O)OCCO1.O=S1(=O)OCCO1
E_HOMO, eV: -9.93

=====

No. 3
ORCA calculation (ωB97M-V/def2-TZVPD) on a molecular structure, C33H24BrN4O7S3SbSe4Tc at a distorted geometry.

Geometry as ORCA input:
```
! RIJCOSX wB97M-V def2-TZVPD def2/J DEFGRID3
* xyz 1 1
H -1.20156 -0.60018 -1.22541
N 0.07285 -0.32598 1.23357
C -3.13376 2.94197 4.25925
H 0.04368 0.70684 -7.33289
H -3.83009 -0.37811 4.32632
C 0.11788 1.90103 2.07045
C -0.15995 -0.34137 -4.13770
C 0.30629 0.95341 1.05213
C -0.95424 -2.66728 3.73981
H -1.04846 -3.73857 3.84737
H 7.85497 -0.63529 -1.70672
C -0.56115 1.68917 -2.33228
S 3.20219 0.12415 -0.48601
N -1.45800 0.37279 5.84204
O 2.93416 0.48805 0.87471
C 4.72559 -0.75564 -0.45300
H 5.64945 0.50566 -1.89310
C -0.23023 0.09895 -6.48155
C -1.98713 3.96239 -1.75719
C -0.65392 0.14135 3.50597
H -3.72019 2.86060 -2.38368
N -0.22158 -0.80770 -1.41970
C 7.02055 -0.96572 -1.10364
O 2.26842 -2.04434 1.46158
H -0.45366 2.21700 4.09828
H -3.95153 4.34739 2.85667
C -0.38214 -0.73202 2.44589
Br -5.71698 2.83194 1.02786
C -3.83288 0.65230 3.99899
C -3.05155 1.60788 4.63975
C -2.64822 2.83828 -2.24216
Tc 0.69330 -2.00365 -0.08454
H -0.10035 4.84309 -1.23225
C 6.10716 -2.43604 0.56926
O 3.22952 1.18356 -1.45127
O -0.26875 -2.79624 1.44113
C -3.90887 3.31494 3.17422
H -2.56884 3.68158 4.81254
C -4.64787 1.02866 2.94409
C -0.54653 -2.11953 2.55247
C -4.65198 2.34909 2.51685
C -0.34398 1.50250 3.29326
C 0.11739 2.80937 -1.86808
H -1.92932 -2.73159 -5.70943
H -5.27421 0.29588 2.45486
H -2.43237 0.81876 -2.94688
Se -0.93628 -3.62945 -1.20779
O 3.35748 -3.83144 0.24940
C -1.00858 -1.04000 -6.65678
C -1.24254 -1.80519 4.81634
H 8.13897 -2.48600 -0.08715
C 7.17962 -2.00016 -0.19903
S 3.57337 -2.70426 1.29961
C -1.93476 1.69281 -2.54394
C -0.90983 -1.49106 -4.29538
H 0.65643 1.26632 0.08420
C 5.78929 -0.33259 -1.22402
Se 1.61920 -4.15354 -0.41277
H 0.81108 1.34200 -5.07257
C 0.20322 0.45639 -5.21654
H 1.19455 2.77907 -1.74290
Sb -3.29969 -2.64667 -1.12856
O 4.13666 -3.18566 2.50800
Se -4.63245 -3.81174 -2.61775
C -0.60989 3.95672 -1.58519
H 6.23409 -3.25340 1.26454
H -2.55422 4.85293 -1.52319
Se -3.39763 -0.67791 0.11284
C -1.16146 -0.44147 4.70259
H -1.12037 -2.13078 -3.45150
C -1.33770 -1.83630 -5.57151
C 4.87062 -1.81990 0.43691
H 0.36666 2.93339 1.87217
S 0.41211 0.22308 -2.54239
O 2.29204 -1.01096 -0.96018
H -1.35288 -1.30816 -7.64638
N -2.24248 1.32727 5.78625
H -1.56775 -2.22266 5.76081
*
```

Kohn-Sham gap (alpha / beta), eV: 4.685 / 4.737
Energy relative to the best compared isomer or geometry (same formula, charge and spin), kJ/mol: 35.31
E_HOMO (alpha / beta), eV: -10.26 / -10.26

=====

| no. | DFT total energy (hartree) |
| --- | --- |
| 1 | -2339.12309 |
| 2 | -3347.23503 |
| 3 | -15712.69284 |